# 1
Computed, not measured: a cluster of 2 separate species, C31H27BF8O2S in total in a non-equilibrium geometry, with ωB97M-V/def2-TZVPD.

XYZ file:
```
70
Properties=species:S:1:pos:R:3
F 2.112 -1.490 -2.323
C -1.272 -3.605 0.097
B -0.301 -0.564 2.352
H -2.502 3.818 1.404
C -2.187 -4.790 0.211
F -0.607 5.245 -2.429
H 1.016 -0.489 -0.139
C -0.152 1.886 2.611
C 0.113 1.465 5.056
H -0.761 -3.954 -1.982
F -3.416 -4.526 -0.351
C 0.766 -1.705 -2.469
C 2.954 -3.340 5.916
H -1.599 -3.015 2.150
H -3.376 1.700 1.678
H -1.152 2.830 -3.286
C -1.466 3.039 -2.263
F -5.856 -2.585 -1.964
C 2.406 -2.490 4.825
H -0.387 1.375 6.027
C -2.977 1.306 0.738
H 2.607 -2.995 6.896
C -5.112 -1.731 -1.184
C 0.346 -1.345 -0.065
H -3.271 -2.258 -2.182
O -1.526 -0.630 3.099
H 0.840 2.345 2.826
S 0.697 -2.210 4.597
H -6.841 -1.085 -0.080
H -1.049 3.784 4.255
H 0.719 0.568 4.888
H -2.041 0.069 4.967
H 2.645 -4.388 5.811
F -2.420 -5.126 1.511
C -1.116 -2.772 1.205
F 0.597 -2.578 -3.495
H 0.787 2.327 5.104
C 2.293 -1.074 2.927
H 2.707 -0.557 2.067
C 3.122 -1.802 3.860
O 0.044 0.718 1.830
F -1.700 -5.901 -0.413
H -5.506 0.619 1.222
C -2.387 2.275 -0.125
C -2.039 2.035 -1.489
C 0.143 -2.169 -1.180
F 0.216 -0.501 -2.870
C -0.911 1.657 3.959
H 4.217 -1.835 3.808
C -3.740 -1.641 -1.422
C -1.287 4.304 -1.709
C -5.023 -0.041 0.497
C -3.651 0.156 0.217
H -2.911 0.749 3.567
H -2.471 3.070 3.479
C -1.767 4.646 -0.439
H -2.233 1.053 -1.923
C -3.002 -0.743 -0.667
H -1.722 5.672 -0.088
C -5.770 -0.961 -0.224
H -0.705 2.592 1.957
H -2.199 2.829 5.216
C -0.349 -1.627 1.090
H -1.913 -0.721 -0.718
C -0.645 -3.313 -1.111
C 0.950 -1.151 3.237
C -2.232 3.615 0.363
H 4.049 -3.286 5.900
C -1.707 2.915 4.247
C -1.910 0.452 3.934
```

The relative energy (zero: lowest compared OMol25 entry of this formula, charge and spin) comes out at 24.6 kcal/mol. As for the frontier orbital gap: 3.61 eV. The calculation puts the molar mass at 626.418 g/mol.

---

# 2
Computed, not measured: a structure of composition C26H26N3PSeSn, with ωB97M-V/def2-TZVPD.

XYZ file:
```
58
Properties=species:S:1:pos:R:3
C 5.260 -0.687 -0.563
C 6.420 1.442 -0.400
C -5.718 1.162 -0.423
C 7.474 0.841 -1.055
H -4.372 -2.360 0.437
H -2.286 -0.542 1.615
H -1.642 3.461 2.496
C -0.188 -3.715 0.922
N 4.014 -1.155 -0.156
H 2.774 2.163 1.490
H 8.280 -0.928 -1.966
C -5.979 -0.969 0.670
N 4.095 0.922 0.471
H 3.669 -2.098 -0.233
H 4.490 2.428 1.860
N -0.777 1.686 -0.205
C 5.308 0.643 -0.162
H 0.372 -4.622 0.734
H -7.434 0.605 0.731
H 0.168 -3.744 3.034
H 3.823 2.986 0.308
C -1.585 -1.913 0.104
H 6.287 -2.331 -1.531
C -2.770 -2.340 -2.490
H -6.571 -1.644 1.273
H -1.150 -1.702 3.468
H -3.261 -3.185 -2.007
H 8.365 1.417 -1.263
C -3.984 -0.502 -0.591
H -0.758 -3.482 -1.127
C -0.307 -3.226 2.212
H -2.582 4.950 0.725
C -1.046 -2.072 2.456
C -4.743 -1.371 0.196
C -4.476 0.763 -0.899
C -2.076 4.031 0.462
C -0.903 2.049 1.078
C 7.425 -0.504 -1.459
H -0.467 1.390 1.816
C -1.296 2.477 -1.160
H -1.193 2.134 -2.184
C 6.320 -1.295 -1.222
H -6.102 2.143 -0.669
H -3.897 1.435 -1.523
H -2.333 4.269 -1.669
C 3.340 -0.180 0.473
C -0.819 -3.063 -0.131
C -1.673 -1.413 1.413
C -1.553 3.210 1.449
H 6.464 2.476 -0.086
C 3.774 2.210 1.070
H -3.436 -1.920 -3.244
H -1.865 -2.675 -2.995
Sn 0.280 -0.168 -1.038
C -1.942 3.658 -0.868
Se 1.650 -0.418 1.281
C -6.465 0.298 0.362
P -2.402 -1.024 -1.288
```

The relative energy (zero: lowest compared OMol25 entry of this formula, charge and spin) comes out at 14.9 kcal/mol. As for the frontier orbital gap: 7.34 eV. The total charge is +2. The calculation puts the molar mass at 609.160 g/mol.

---

# 3
Computed, not measured: a cluster of 2 separate species, C5H12O in total, with ωB97M-V/def2-TZVPD.

XYZ file:
```
18
Properties=species:S:1:pos:R:3
C 0.784 -0.703 -0.756
H -2.132 2.665 -0.545
H 2.257 -2.144 -1.485
C -0.373 1.459 1.893
C 1.319 -2.119 -0.920
H -0.484 -1.056 0.979
H 0.584 -2.738 -1.447
O -1.306 1.987 1.173
H 1.496 -2.580 0.060
H -0.977 0.340 -0.104
H 0.622 1.353 1.474
H -0.659 1.132 2.879
C -0.561 -0.679 -0.046
H -0.241 2.387 -0.545
H -1.295 -1.297 -0.571
C -1.223 2.311 -0.090
H 1.517 -0.091 -0.207
H 0.673 -0.227 -1.740
```

The relative energy (zero: lowest compared OMol25 entry of this formula, charge and spin) comes out at 97.6 kcal/mol. As for the frontier orbital gap (spin up / spin down): 8.36 / 8.22 eV. The calculation puts the molar mass at 88.150 g/mol.

---

# 4
Computed, not measured: a structure of composition C19H23MnNP in a non-equilibrium geometry, with ωB97M-V/def2-TZVPD.

XYZ file:
```
45
Properties=species:S:1:pos:R:3
C -4.451 -2.380 2.226
H -6.063 0.124 0.572
H 2.770 1.608 0.488
H -0.156 0.230 4.512
H -6.498 -2.105 1.590
C -2.310 1.579 4.035
H 1.285 0.614 -2.874
C 0.846 -0.179 -2.024
H -3.067 2.571 5.791
H -2.348 -2.379 2.749
C -3.158 -1.837 2.267
H -1.198 0.574 0.342
C -1.134 2.981 2.445
H 0.082 -2.128 0.886
H -0.631 3.099 1.466
C 0.363 -1.970 1.934
H 1.236 -1.445 5.688
H -4.633 -3.352 2.679
C -5.249 -0.425 1.043
C 1.518 -2.691 3.934
H 1.923 0.951 1.664
H -3.781 1.115 0.646
C -5.490 -1.678 1.613
H 1.611 -0.692 -1.357
C 1.202 -2.856 2.583
C 0.210 -0.651 3.969
C 1.008 -1.573 4.632
C -1.600 1.709 2.831
C -1.322 4.068 3.271
H -0.686 1.183 -1.619
H 1.616 -3.716 2.042
P -1.333 0.246 1.823
Mn 0.300 0.955 -0.468
C -2.922 -0.573 1.702
H -0.941 5.056 2.986
C -3.969 0.128 1.082
C -2.519 2.681 4.865
H 1.602 2.430 1.204
C -0.158 -0.844 2.628
H -2.167 4.800 5.129
N 1.824 1.517 0.856
H -0.035 -0.886 -2.456
H -2.713 0.603 4.339
H 2.142 -3.416 4.455
C -2.013 3.946 4.488
```

As for the spin multiplicity: 6. The expectation value of S² is 8.975. As for the frontier orbital gap (spin up / spin down): 3.29 / 5.66 eV. The total charge is -1. The calculation puts the molar mass at 351.312 g/mol.

---

# 5
Computed, not measured: a structure of composition C28H53BFINO11P2 in a non-equilibrium geometry, with ωB97M-V/def2-TZVPD.

XYZ file:
```
98
Properties=species:S:1:pos:R:3
H 7.544 -2.146 -4.942
C -0.204 -1.792 3.596
H -5.519 3.960 -4.720
H 4.097 -2.308 7.342
C 3.642 -0.077 0.314
H -5.416 1.476 -4.349
H 5.101 -2.781 -5.546
C 2.602 -4.312 6.141
H 2.134 -2.245 5.776
H 3.891 -3.623 4.026
H -4.739 2.308 -1.510
H -0.046 1.424 0.111
H -2.889 3.540 1.355
B -4.379 1.712 0.347
O -0.434 4.269 -0.650
O 3.160 -3.015 4.190
O -2.482 4.051 -1.529
H -3.759 2.360 -6.771
C 7.577 -3.042 -4.314
C 4.223 -2.397 6.261
H -0.110 -4.098 1.352
C 5.213 -3.656 -4.898
C 1.061 6.080 0.444
H -3.023 1.509 5.151
H -3.680 1.173 3.078
C -0.333 5.376 0.208
C 0.147 -3.078 0.934
H 3.207 -2.421 -2.292
H 1.702 -4.692 5.652
H -1.115 -1.920 4.244
H 2.428 -4.282 7.218
H 1.250 -2.943 1.168
I -0.218 1.432 -2.873
H -2.505 -0.088 3.581
O -4.909 2.620 -0.602
P -0.857 -1.819 1.807
C 2.963 -2.936 5.603
C -2.621 0.831 2.925
H 2.032 1.124 1.282
O 5.717 -2.278 -2.985
H -1.623 2.590 5.453
C -2.304 0.441 1.438
C -5.985 0.112 0.329
C -2.190 2.979 0.675
C 1.161 -0.221 -0.347
H 0.074 -3.162 -0.174
C 2.970 -1.640 -1.523
C 4.040 -1.090 -0.691
O -2.429 1.202 -1.010
H -4.584 0.819 -6.599
H 0.812 -1.683 -1.982
H 8.269 -2.830 -3.496
H 0.506 -2.631 3.807
F -3.105 -0.704 1.216
O -1.745 1.839 3.453
C -2.382 2.312 4.676
H -0.326 0.435 1.998
H -3.745 4.012 -4.769
H -1.035 -1.721 -3.058
H 1.399 6.632 -0.478
H 1.831 5.371 0.841
H -6.426 -0.735 0.907
H 5.082 -1.451 -0.837
H 5.658 -1.503 -3.559
H -4.560 3.558 -3.283
H -2.623 1.861 -4.686
H 7.977 -3.868 -4.905
H -6.757 0.622 -0.319
P -1.892 -1.209 -2.020
H 5.077 -3.051 6.061
O -2.229 -2.345 -1.091
N -0.859 -0.098 1.281
O -5.297 1.072 1.190
H -3.064 3.160 4.400
C 6.195 -3.373 -3.772
H -1.240 2.823 1.267
C 2.244 0.344 0.507
C -1.299 0.376 -1.250
H 4.476 -1.414 5.858
C -2.748 1.480 0.368
C -1.791 3.773 -0.606
H 0.908 6.875 1.227
C 1.575 -1.196 -1.337
H 3.401 -5.031 5.937
H 4.222 -3.882 -4.495
H -3.106 -0.864 -2.712
O -1.287 5.860 0.766
C -0.270 0.318 -0.046
H -5.533 2.314 -6.715
H -5.252 -0.355 -0.403
H 4.460 0.364 0.933
H 5.543 -4.500 -5.506
C -4.608 3.470 -4.371
C -4.572 2.009 -4.795
C -4.621 1.871 -6.308
O -3.377 1.398 -4.299
H 6.258 -4.241 -3.112
H 0.269 -0.790 3.837
```

As for the frontier orbital gap: 8.04 eV. The total charge is +1. The calculation puts the molar mass at 798.390 g/mol.

---

# 6
Computed, not measured: a cluster of 2 separate species, H4NP in total in a non-equilibrium geometry, with ωB97M-V/def2-TZVPD.

XYZ file:
```
6
Properties=species:S:1:pos:R:3
H -0.826 0.031 -1.866
N -1.062 0.104 -0.898
P 1.230 -0.573 0.591
H 1.064 0.613 1.178
H -0.680 0.901 -0.527
H 0.275 -1.076 1.523
```

The relative energy (zero: lowest compared OMol25 entry of this formula, charge and spin) comes out at 79.5 kcal/mol. As for the frontier orbital gap: 7.42 eV. The calculation puts the molar mass at 49.013 g/mol.

---

| no. | electronic energy (eV) |
| --- | --- |
| 1 | -69931.748 |
| 2 | -112308.669 |
| 3 | -7423.078 |
| 4 | -62168.585 |
| 5 | -83971.264 |
| 6 | -10839.682 |